(1)
The following is a quantum chemistry calculation of C5H8O as an isolated structure at a distorted geometry, from the Open Molecules 2025 dataset.

Calculated values
E_tot = -270.39011 a.u.
gap between HOMO and LUMO = 9.0 eV
ΔE to the lowest compared entry with this formula, charge and spin = 440.5 kJ/mol
LUMO level = 1.077 eV
E_HOMO = -0.291 Eh

Structure (XYZ):
```
14
Properties=species:S:1:pos:R:3:lowdin_charge:R:1
C -0.815 -0.894 -0.243 -0.089
C 0.171 0.082 -0.881 -0.279
C -0.694 1.047 -0.064 -0.115
C -0.344 0.043 1.256 -0.110
O 0.976 -0.429 1.221 -0.139
C 1.450 -0.045 -0.065 -0.174
H -1.775 -0.934 -0.794 0.108
H -0.498 -1.803 0.195 0.073
H 0.328 0.157 -1.970 0.146
H -1.694 1.104 -0.571 0.122
H -0.391 2.026 0.209 0.072
H -0.822 -0.462 2.107 0.134
H 2.138 -0.810 -0.426 0.125
H 1.970 0.918 0.025 0.126
```



(2)
The following is a quantum chemistry calculation of the molecule C5H8O at a distorted geometry, from the Open Molecules 2025 dataset.

Calculated values
E_tot = -270.47169 a.u.
gap between HOMO and LUMO = 10.8 eV
ΔE to the lowest compared entry with this formula, charge and spin = 226.3 kJ/mol
LUMO level = 1.047 eV
SMILES = C=CC(O)C=C
E_HOMO = -0.359 Eh

Structure (XYZ):
```
14
Properties=species:S:1:pos:R:3:lowdin_charge:R:1
C 1.635 0.975 -0.163 0.001
C 1.005 0.479 0.908 -0.155
C -0.394 -0.076 0.871 -0.433
O -0.289 -1.463 1.206 -0.027
C -1.129 0.248 -0.409 -0.136
C -1.366 -0.704 -1.398 0.032
H 2.680 1.226 0.052 0.054
H 1.049 1.249 -1.119 0.089
H 1.667 0.252 1.813 0.131
H -0.872 0.403 1.709 0.134
H 0.321 -1.754 0.545 0.064
H -1.430 1.332 -0.534 0.124
H -1.960 -0.434 -2.263 0.045
H -0.917 -1.733 -1.217 0.077
```



Which value of E_HOMO does entry 2 give? -0.359 Eh